DFT (ωB97M-V/def2-TZVPD) results for C37H36CaCl3N2O6S2 as an isolated structure.

Last column: Mulliken charge in e.
Positions of all 87 atoms, in Å:
Ca: -0.251 0.822 -1.060  1.51
O: -1.004 -0.949 0.252  -0.01
S: -2.155 -1.902 0.287  0.31
C: -1.541 -3.229 1.370  -0.90
C: -0.858 -2.647 2.598  0.42
C: 0.163 -3.568 3.258  -1.06
C: 1.459 -3.800 2.493  -0.99
S: 2.583 -2.403 2.083  -0.12
O: 2.062 -1.770 0.841  -0.08
C: 2.256 -1.277 3.434  0.29
C: 2.751 -1.570 4.699  -0.53
C: 2.512 -0.685 5.737  -0.47
C: 1.801 0.487 5.498  -0.64
C: 1.335 0.781 4.226  -0.74
C: 1.568 -0.102 3.177  -0.09
C: -3.327 -1.214 1.456  0.39
C: -3.038 0.006 2.042  -0.28
C: -3.955 0.538 2.944  -0.91
C: -5.127 -0.140 3.240  -0.43
C: -5.408 -1.356 2.626  -0.66
C: -4.509 -1.894 1.720  -0.46
H: -0.868 -3.811 0.737  0.35
H: -2.404 -3.850 1.621  0.60
H: -1.620 -2.390 3.337  0.36
H: -0.383 -1.712 2.306  -0.46
H: -0.287 -4.553 3.431  0.49
H: 0.404 -3.171 4.247  0.36
H: 1.280 -4.216 1.498  0.48
H: 2.093 -4.511 3.027  0.51
H: 3.316 -2.480 4.869  0.40
H: 2.886 -0.903 6.729  0.38
H: 1.619 1.180 6.310  0.40
H: 0.789 1.697 4.032  0.48
H: 1.211 0.114 2.176  0.51
H: -2.126 0.539 1.794  0.43
H: -3.742 1.494 3.404  0.53
H: -5.836 0.284 3.940  0.38
H: -6.333 -1.875 2.841  0.38
H: -4.733 -2.827 1.215  0.46
O: -0.172 3.533 2.281  -0.83
C: 0.026 2.781 1.323  -0.24
O: -0.620 1.748 0.991  -0.75
C: 1.256 3.095 0.462  1.02
C: 1.704 4.436 0.343  -1.06
C: 2.812 4.691 -0.399  -1.04
C: 3.521 3.616 -0.995  1.21
C: 4.690 3.790 -1.771  -0.73
C: 5.319 2.712 -2.327  -0.59
C: 4.809 1.410 -2.126  -0.61
C: 3.682 1.215 -1.380  -0.43
C: 3.012 2.319 -0.806  -0.19
N: 1.867 2.083 -0.099  0.28
H: 1.135 5.210 0.836  0.57
H: 3.167 5.705 -0.547  0.37
H: 5.071 4.793 -1.922  0.37
H: 6.209 2.852 -2.927  0.38
H: 5.315 0.563 -2.574  0.42
H: 3.269 0.228 -1.207  0.47
C: 1.513 -2.150 -2.601  -1.22
N: 0.404 -1.284 -2.953  1.26
C: 0.612 -0.709 -4.274  -1.34
C: -0.848 -2.040 -2.920  -1.10
C: -2.091 -1.183 -3.069  1.04
C: -3.127 -1.668 -3.861  -0.70
C: -4.306 -0.944 -3.992  -0.63
C: -4.421 0.271 -3.331  -0.77
C: -3.360 0.741 -2.559  -0.76
C: -2.149 0.047 -2.381  0.15
H: 1.569 -3.034 -3.262  0.35
H: 1.421 -2.481 -1.568  0.13
H: 2.451 -1.601 -2.698  0.26
H: 0.724 -1.502 -5.035  0.36
H: 1.501 -0.080 -4.270  0.30
H: -0.237 -0.081 -4.536  0.30
H: -0.866 -2.568 -1.959  0.04
H: -0.833 -2.826 -3.701  0.32
H: -3.016 -2.613 -4.388  0.32
H: -5.116 -1.319 -4.609  0.35
H: -5.332 0.854 -3.427  0.40
H: -3.487 1.708 -2.075  0.43
Cl: -0.743 3.159 -5.266  -0.17
C: 0.039 3.908 -3.855  0.56
Cl: -0.840 5.373 -3.409  -0.16
Cl: 1.715 4.342 -4.266  -0.16
C: 0.051 2.844 -2.701  0.11
O: -0.678 3.050 -1.722  -0.52
O: 0.794 1.868 -2.907  -0.36

Values from the calculation:
Orbital gap in eV: 6.308
Energy above the lowest of the compared OMol25 structures with the same formula, charge and spin in kJ/mol: 59.2
Maximum force in eV Å⁻¹: 0.754
E_tot in Eh: -4847.247681
Charge: -1
Lowest unoccupied orbital energy in eV: 1.96